Record 1
{
  "formula": "C7H3BF4MnNO4",
  "method": "ωB97M-V/def2-TZVPD",
  "e_lumo_ev": [-2.257, -2.086],
  "relative_energy_kj_mol": 4.8,
  "multiplicity": 5,
  "species": ["Mn", "O", "C", "O", "C", "C", "C", "C", "C", "N", "C", "O", "O", "H", "H", "H", "F", "B", "F", "F", "F"],
  "coordinates": [[0.697, 0.569, -0.196], [2.062, -1.983, 2.459], [1.465, -1.158, 1.834], [1.625, -0.870, 0.549], [0.371, -0.295, 2.449], [-0.160, -0.307, 3.724], [-1.214, 0.564, 3.991], [-1.727, 1.411, 3.011], [-1.144, 1.369, 1.759], [-0.130, 0.540, 1.549], [-1.512, 2.109, 0.479], [-2.392, 2.917, 0.436], [-0.743, 1.722, -0.526], [0.237, -0.982, 4.468], [-1.655, 0.572, 4.980], [-2.556, 2.079, 3.198], [2.046, 2.295, 0.073], [2.854, 1.907, -1.060], [1.797, 0.946, -1.740], [3.110, 2.911, -1.904], [3.878, 1.121, -0.678]],
  "mulliken_charge": [0.85, -0.55, 0.62, -0.60, 0.43, -0.58, -0.11, -0.63, 0.47, -0.21, 0.58, -0.55, -0.59, 0.50, 0.44, 0.50, -0.31, 0.62, -0.33, -0.27, -0.29]
}



Record 2
{
  "formula": "C38H40BF10N6PRbS2",
  "method": "ωB97M-V/def2-TZVPD",
  "e_lumo_ev": 1.062,
  "relative_energy_kj_mol": 104.9,
  "charge": -1,
  "species": ["Rb", "C", "C", "C", "C", "C", "H", "H", "H", "H", "H", "C", "N", "C", "C", "N", "B", "N", "C", "C", "N", "C", "C", "S", "C", "S", "H", "H", "H", "H", "H", "H", "H", "H", "H", "H", "H", "H", "F", "N", "C", "C", "N", "C", "C", "H", "H", "H", "H", "H", "H", "H", "H", "H", "H", "H", "F", "C", "F", "F", "C", "C", "C", "C", "C", "C", "P", "C", "C", "C", "C", "C", "C", "C", "F", "F", "F", "C", "C", "C", "C", "C", "C", "C", "F", "F", "F", "H", "H", "H", "H", "H", "H", "H", "H", "H", "H", "H", "H"],
  "coordinates": [[8.896, -5.693, 18.369], [10.917, -2.934, 21.753], [9.622, -2.508, 22.093], [9.208, -1.578, 21.129], [10.234, -1.444, 20.194], [11.290, -2.247, 20.561], [11.512, -3.603, 22.349], [9.045, -2.771, 22.968], [8.241, -1.124, 21.063], [10.215, -0.829, 19.285], [12.206, -2.408, 19.978], [11.735, -2.354, 15.270], [12.332, -3.547, 15.827], [13.266, -3.577, 16.797], [13.665, -4.855, 16.939], [12.973, -5.668, 16.055], [13.185, -7.267, 15.810], [11.861, -8.040, 16.186], [11.339, -8.983, 15.308], [10.280, -9.613, 15.890], [10.130, -9.063, 17.144], [9.180, -9.515, 18.168], [11.156, -8.081, 17.379], [11.489, -7.373, 18.880], [12.121, -4.885, 15.288], [11.219, -5.323, 13.966], [12.505, -1.597, 15.094], [11.018, -1.899, 15.966], [11.217, -2.602, 14.307], [13.565, -2.688, 17.355], [14.464, -5.278, 17.526], [14.053, -7.579, 16.562], [13.496, -7.405, 14.651], [11.810, -9.082, 14.316], [9.548, -10.358, 15.550], [9.263, -10.579, 18.407], [8.142, -9.373, 17.833], [9.338, -8.893, 19.031], [6.201, -6.648, 16.826], [5.524, -5.093, 15.034], [5.190, -3.843, 15.698], [6.294, -3.526, 16.733], [7.634, -3.662, 16.171], [7.909, -4.568, 15.060], [6.728, -4.944, 14.185], [4.759, -5.457, 14.453], [5.853, -6.019, 16.057], [4.201, -3.977, 16.211], [5.066, -3.035, 14.966], [6.225, -4.154, 17.614], [6.169, -2.478, 17.092], [8.094, -2.774, 16.088], [8.361, -5.491, 15.502], [8.710, -4.154, 14.494], [6.919, -5.874, 13.675], [6.541, -4.196, 13.402], [-1.066, -6.486, 19.995], [-0.425, -5.273, 19.890], [-0.832, -4.706, 18.719], [-0.922, -4.513, 20.932], [1.069, -5.452, 19.946], [1.632, -6.350, 20.898], [3.000, -6.508, 20.982], [3.832, -5.765, 20.053], [3.267, -4.909, 19.076], [1.892, -4.709, 19.046], [5.628, -5.888, 20.201], [5.770, -5.203, 21.866], [5.642, -3.775, 21.914], [5.863, -3.104, 23.098], [6.207, -3.832, 24.267], [6.245, -5.225, 24.240], [6.017, -5.934, 23.040], [6.472, -3.055, 25.523], [7.550, -3.524, 26.245], [5.428, -3.071, 26.420], [6.700, -1.746, 25.287], [5.897, -7.672, 20.427], [5.046, -8.575, 19.685], [5.297, -9.941, 19.793], [6.438, -10.432, 20.501], [7.351, -9.536, 21.111], [7.048, -8.161, 21.094], [6.627, -11.897, 20.645], [7.197, -12.593, 19.588], [5.433, -12.551, 20.905], [7.419, -12.186, 21.754], [0.942, -6.942, 21.459], [3.501, -7.178, 21.720], [3.905, -4.358, 18.419], [1.417, -4.075, 18.330], [5.306, -3.263, 21.008], [5.802, -2.017, 23.120], [6.394, -5.797, 25.130], [5.937, -7.025, 23.047], [4.178, -8.211, 19.104], [4.675, -10.641, 19.246], [8.198, -9.933, 21.629], [7.702, -7.395, 21.619]],
  "mulliken_charge": [0.73, -1.25, 0.00, -0.59, -0.69, -0.27, 0.37, 0.45, 0.43, 0.36, 0.33, -0.96, 0.34, -0.28, -0.80, 0.33, -0.10, 0.41, -0.73, -0.39, 0.45, -1.09, -0.45, -0.27, -0.15, -0.48, 0.39, 0.22, 0.29, 0.47, 0.44, -0.20, -0.18, 0.39, 0.42, 0.38, 0.40, 0.25, -0.49, -0.35, -0.57, 0.07, -0.09, 0.08, -1.08, 0.28, 0.41, 0.24, 0.39, -0.40, 0.43, 0.28, -0.15, 0.29, 0.41, 0.42, -0.27, 0.83, -0.27, -0.26, 0.28, -1.03, -0.16, -0.39, 0.20, -0.69, 0.46, 0.78, -0.98, -0.64, 0.18, -1.13, -0.06, 0.77, -0.27, -0.28, -0.27, 0.33, -0.68, -0.84, 0.47, -1.06, -0.25, 0.68, -0.26, -0.27, -0.29, 0.44, 0.31, 0.16, 0.48, 0.32, 0.41, 0.49, 0.54, 0.49, 0.37, 0.53, 0.67]
}



Record 3
{
  "formula": "C42H49As2CsN4O4PS",
  "method": "ωB97M-V/def2-TZVPD",
  "e_lumo_ev": 1.674,
  "charge": -1,
  "species": ["Cs", "S", "C", "C", "C", "C", "C", "C", "As", "C", "C", "C", "C", "C", "C", "C", "C", "C", "C", "C", "C", "H", "H", "H", "H", "H", "H", "H", "H", "H", "H", "H", "H", "H", "H", "C", "N", "C", "C", "C", "C", "C", "C", "C", "C", "H", "H", "H", "H", "H", "H", "H", "H", "H", "H", "H", "H", "H", "C", "O", "P", "O", "C", "O", "C", "H", "H", "H", "H", "H", "H", "H", "H", "H", "O", "N", "C", "C", "N", "C", "N", "C", "As", "C", "C", "C", "C", "C", "C", "C", "C", "H", "H", "H", "H", "H", "H", "H", "H", "H", "H", "H", "H", "H"],
  "coordinates": [[-0.077, -0.726, -0.246], [1.171, -0.366, 2.921], [2.806, -0.530, 3.485], [3.110, -0.523, 4.856], [4.416, -0.638, 5.300], [5.463, -0.764, 4.394], [5.182, -0.771, 3.035], [3.875, -0.654, 2.576], [3.373, -0.659, 0.697], [3.282, 1.279, 0.410], [3.563, 2.211, 1.404], [3.527, 3.572, 1.125], [3.197, 4.017, -0.147], [2.903, 3.096, -1.142], [2.948, 1.737, -0.863], [5.154, -0.910, -0.090], [5.480, -2.207, -0.485], [6.717, -2.490, -1.048], [7.642, -1.472, -1.235], [7.326, -0.175, -0.852], [6.092, 0.103, -0.281], [2.295, -0.437, 5.564], [4.618, -0.636, 6.366], [6.485, -0.857, 4.740], [5.994, -0.867, 2.323], [3.816, 1.867, 2.400], [3.758, 4.290, 1.905], [3.162, 5.079, -0.361], [2.636, 3.439, -2.134], [2.725, 1.021, -1.649], [4.755, -3.003, -0.351], [6.953, -3.504, -1.347], [8.607, -1.689, -1.678], [8.045, 0.623, -0.997], [5.859, 1.116, 0.024], [-1.672, 1.603, 2.883], [-0.781, 2.804, 2.870], [0.063, 2.830, 4.088], [0.076, 2.858, 1.613], [-0.735, 3.303, 0.418], [-0.500, 4.602, -0.043], [-1.260, 5.115, -1.084], [-2.251, 4.315, -1.639], [-2.444, 3.018, -1.173], [-1.701, 2.431, -0.128], [-2.430, 1.732, 3.656], [-1.051, 0.736, 3.106], [-2.105, 1.514, 1.882], [-1.372, 3.632, 2.828], [0.716, 1.956, 4.040], [-0.569, 2.768, 4.972], [0.651, 3.746, 4.110], [0.517, 1.862, 1.551], [0.878, 3.563, 1.834], [0.282, 5.212, 0.404], [-1.086, 6.120, -1.452], [-2.862, 4.704, -2.449], [-3.223, 2.431, -1.662], [1.221, -1.438, -5.542], [0.446, -0.289, -5.200], [-0.267, -0.315, -3.704], [-1.661, -1.064, -4.001], [-2.604, -0.565, -4.952], [-0.794, 1.220, -3.732], [0.098, 2.219, -3.231], [1.475, -1.350, -6.596], [0.660, -2.363, -5.389], [2.139, -1.480, -4.950], [-3.333, -1.356, -5.114], [-2.115, -0.314, -5.894], [-3.103, 0.320, -4.559], [-0.440, 3.161, -3.242], [0.990, 2.290, -3.861], [0.390, 2.006, -2.197], [-1.357, -2.819, -0.731], [-0.222, -3.337, -0.508], [-0.170, -4.654, -0.411], [-1.334, -5.469, -0.522], [-2.278, -6.121, -0.619], [1.098, -5.254, -0.204], [2.132, -5.739, -0.051], [-4.738, 0.382, 1.067], [-3.328, -0.822, 0.402], [-4.053, -1.031, -1.399], [-3.967, -2.515, 1.248], [-5.297, -3.010, 0.801], [-5.389, -3.909, -0.265], [-6.622, -4.348, -0.720], [-7.793, -3.898, -0.123], [-7.716, -3.009, 0.939], [-6.481, -2.572, 1.395], [-5.736, 0.047, 0.778], [-4.546, 1.372, 0.651], [-4.685, 0.446, 2.156], [-5.096, -1.344, -1.370], [-3.456, -1.762, -1.944], [-3.970, -0.066, -1.902], [-3.952, -2.320, 2.322], [-3.191, -3.245, 1.021], [-4.478, -4.275, -0.725], [-6.668, -5.052, -1.541], [-8.756, -4.243, -0.479], [-8.622, -2.659, 1.419], [-6.431, -1.883, 2.232]],
  "mulliken_charge": [1.88, -0.06, 0.27, -0.74, -0.53, -0.83, -0.02, -0.81, 0.42, 0.45, 0.01, -0.89, -0.53, -0.41, -0.38, -0.45, -0.69, -0.68, -0.38, -0.69, 0.32, 0.38, 0.35, 0.38, 0.33, 0.32, 0.36, 0.37, 0.36, 0.59, 0.55, 0.39, 0.36, 0.39, 0.44, 0.06, 0.13, -0.82, -0.15, 0.69, -0.27, -0.77, -0.86, -0.80, 0.72, 0.42, 0.15, -0.23, 0.42, 0.28, 0.34, 0.31, -0.49, 0.00, 0.29, 0.34, 0.39, 0.16, -0.72, -0.36, 0.14, -0.09, -0.77, -0.42, -0.41, 0.22, 0.32, 0.27, 0.26, 0.35, 0.23, 0.31, 0.46, -0.13, -0.32, -0.17, 0.74, 0.02, -0.57, -0.21, -0.58, -1.42, -0.20, -0.94, -1.20, 0.19, 0.11, -0.71, -0.43, -0.66, -0.28, 0.51, 0.32, 0.36, 0.52, 0.24, 0.21, 0.60, 0.24, 0.31, 0.40, 0.37, 0.36, 0.38]
}